A structure of composition C26H50NP3SSn. Source: the Open Molecules 2025 dataset; level of theory: wB97M-V/def2-TZVPD.

Structure (XYZ):
```
82
Properties=species:S:1:pos:R:3:mulliken_charge:R:1
Sn 0.17712 0.09447 -0.28241 0.447
P -1.84832 2.39418 -0.06008 0.976
P -2.20244 -1.16084 0.75386 0.861
P 1.85791 2.05019 -1.47916 0.906
H -1.29156 -4.75122 -1.65772 0.317
C -0.28356 -4.56572 -2.11775 -0.564
C 0.86751 -4.74690 -1.42460 -0.480
H 0.92161 -5.32513 -0.46180 0.302
C -3.18421 2.41386 -1.33849 -1.405
C -2.84609 2.52212 1.49738 -1.056
C -1.24884 4.12486 -0.21663 -1.200
C -1.86932 -2.93253 0.60711 -0.785
C -2.76612 -0.93956 2.50179 -1.174
C -3.78342 -1.00102 -0.17458 -1.335
C 3.19314 0.91433 -2.06702 -1.042
C 2.68276 3.28648 -0.42029 -1.331
C 1.24842 2.83541 -3.01311 -1.000
H -0.27465 -4.26745 -3.19957 0.287
H 1.86181 -4.57935 -1.90464 0.263
H -3.78005 3.33740 -1.33160 0.493
H -3.86228 1.56584 -1.20022 0.331
H -2.71796 2.32196 -2.33437 0.468
H -3.30486 3.51254 1.64442 0.534
H -2.18383 2.33696 2.35626 0.129
H -3.65685 1.78128 1.51221 0.402
H -2.06216 4.85555 -0.29114 0.544
H -0.61801 4.21280 -1.10972 0.182
H -0.65452 4.41076 0.65702 0.347
H -2.81964 -3.45938 0.48317 0.638
H -1.36333 -3.31483 1.50000 0.379
H -1.23370 -3.11780 -0.26248 -0.270
H -3.84098 -1.19561 2.58308 0.538
H -2.61078 0.11673 2.77400 0.196
H -2.15800 -1.56263 3.17927 0.432
H -4.37763 -1.91576 -0.00151 0.586
H -3.54440 -0.89391 -1.24930 0.380
H -4.33911 -0.11341 0.17652 0.384
H 3.79597 1.43064 -2.83702 0.490
H 2.76235 -0.00412 -2.52418 0.186
H 3.84214 0.64233 -1.20898 0.365
H 3.56197 3.69454 -0.92292 0.516
H 2.99600 2.83212 0.53074 0.386
H 2.01125 4.12796 -0.20978 0.364
H 2.07954 3.01684 -3.70942 0.502
H 0.78354 3.80245 -2.76651 0.418
H 0.51001 2.19440 -3.52569 0.149
C -0.26204 -0.33375 -4.08630 0.467
C -0.43548 0.15399 -5.38474 -0.356
C 0.39487 -0.34161 -6.41238 -0.558
C 1.34313 -1.32427 -6.18869 -0.589
C 1.48198 -1.81043 -4.88213 -0.546
C 0.70214 -1.33410 -3.85903 -0.802
S -1.17487 0.20413 -2.72160 0.041
H 1.76933 0.54634 1.24942 0.304
H -1.19492 0.89376 -5.57060 0.578
H 0.33405 0.07544 -7.42198 0.435
H 1.98857 -1.67436 -6.99339 0.472
H 2.19828 -2.58620 -4.65378 0.522
H 0.82768 -1.70705 -2.81828 0.459
C 2.29748 -1.69083 4.63993 -0.717
N 1.99645 -1.83563 3.19039 0.115
C 2.40794 -3.17447 2.69985 -0.771
C 0.52419 -1.47964 2.94735 -0.959
C 0.33832 -0.01583 3.25032 0.592
C -0.01274 0.47009 4.52709 -0.236
C 0.04741 1.83285 4.82117 -0.667
C 0.36018 2.72513 3.79577 -0.887
C 0.67142 2.25404 2.50296 -0.411
C 0.74219 0.87606 2.19902 0.257
H 1.54580 -2.26130 5.17934 0.386
H 2.24260 -0.62909 4.92511 0.305
H 3.29925 -2.08998 4.82791 0.387
H 2.53341 -1.12072 2.64737 0.370
H 1.74900 -3.92874 3.14028 0.370
H 2.33812 -3.19774 1.59795 0.275
H 3.43483 -3.33505 3.02020 0.407
H 0.32537 -1.72319 1.87917 -0.640
H -0.10735 -2.14187 3.58266 0.525
H -0.27637 -0.23934 5.32693 0.593
H -0.16403 2.19423 5.83420 0.515
H 0.37827 3.79625 4.04021 0.480
H 0.92909 2.97107 1.71412 0.233
```

Output
Kohn-Sham gap (alpha / beta)	4.78 / 5.69	eV
net charge	+4
HOMO energy (alpha / beta)	-19.18 / -19.17	eV
energy	-2710.40242	Ha

=====

A cluster of 6 separate species, C26H50O15S5 in total. Source: the Open Molecules 2025 dataset; level of theory: wB97M-V/def2-TZVPD.

Structure (XYZ):
```
96
Properties=species:S:1:pos:R:3:mulliken_charge:R:1
C 1.87120 1.69824 4.64888 -0.534
C 0.62179 0.59526 4.66330 -0.288
O -0.22632 0.81186 3.48151 -0.377
C 0.06341 -0.13969 2.39781 0.132
C 1.54828 0.01085 1.71673 -0.253
C 2.62841 -1.16197 2.22250 0.369
O 3.86409 -1.05647 1.66703 -0.595
O 2.29070 -2.25539 3.14983 -0.470
O -0.92015 0.16398 1.30557 -0.314
C -0.85256 1.58279 0.92255 0.160
O -0.64429 1.87786 -0.39033 -0.505
H 1.68070 2.54019 5.47313 0.311
H 2.85649 1.09227 4.83662 0.050
H 1.89321 2.26962 3.61993 0.209
H 0.97682 -0.50750 4.82809 0.194
H -0.03850 0.89273 5.61248 0.298
H -0.07864 -1.26787 2.67250 0.375
H 2.00395 1.09896 1.78457 0.327
H 1.39992 -0.20300 0.55183 0.221
H 2.57321 -2.04995 4.09529 0.328
H -0.96952 2.50606 1.63661 0.340
O 5.67727 0.40069 5.32081 -0.678
S 5.56106 -1.04241 5.33039 1.327
O 4.37863 -1.72202 5.82074 -0.732
C 5.93634 -1.64986 3.69767 -0.540
C 7.44382 -1.85498 3.71059 -0.745
C 7.76214 -2.50292 5.05724 -0.630
C 7.00531 -1.72362 6.13147 -0.761
H 5.60712 -0.93011 2.94630 0.346
H 5.41071 -2.60024 3.56524 0.419
H 7.77194 -2.47720 2.87285 0.363
H 7.95521 -0.88788 3.63556 0.324
H 7.42229 -3.54569 5.04964 0.292
H 8.83790 -2.50994 5.25874 0.336
H 6.69263 -2.37216 6.95376 0.339
H 7.60186 -0.89285 6.51827 0.356
O -0.17868 -5.65756 -2.00929 -0.699
S -0.00004 -4.55423 -2.92956 1.161
O -0.15617 -4.70634 -4.36237 -0.683
C -1.01306 -3.19374 -2.38326 -0.889
C -0.12139 -2.42481 -1.41972 -0.237
C 1.25523 -2.37336 -2.08068 -0.605
C 1.57288 -3.77875 -2.58868 -0.704
H -1.92504 -3.57046 -1.91704 0.409
H -1.26039 -2.58761 -3.25990 0.397
H -0.51412 -1.42338 -1.22088 0.245
H -0.05298 -2.95828 -0.46412 0.209
H 1.22867 -1.67331 -2.92458 0.329
H 2.02458 -2.02123 -1.38642 0.263
H 2.16976 -3.75035 -3.50380 0.372
H 2.08585 -4.37302 -1.82751 0.384
O -3.88229 5.91789 0.34478 -0.605
S -3.85588 6.09492 -1.09192 1.226
O -5.04938 6.39113 -1.85891 -0.736
C -2.60469 7.29998 -1.48936 -0.772
C -1.33260 6.48120 -1.65106 -0.567
C -1.73694 5.24021 -2.44545 -0.592
C -3.02050 4.69458 -1.82189 -0.489
H -2.53784 8.04526 -0.69496 0.405
H -2.88786 7.77793 -2.43192 0.368
H -0.54953 7.05142 -2.15927 0.359
H -0.95062 6.18237 -0.66758 0.267
H -1.92401 5.52030 -3.48924 0.305
H -0.94560 4.48412 -2.44545 0.299
H -3.66890 4.23567 -2.57255 0.372
H -2.80494 3.97608 -1.02630 0.158
O -6.52442 6.32275 4.99685 -0.668
S -6.87104 5.34465 3.98723 1.177
O -6.74191 3.91875 4.21214 -0.685
C -8.52259 5.68757 3.41243 -0.720
C -8.32563 6.67313 2.27022 -0.673
C -7.13560 6.14665 1.46944 -0.437
C -6.03876 5.77770 2.46689 -0.554
H -9.12609 6.08996 4.22782 0.400
H -8.95332 4.74848 3.05241 0.344
H -9.22482 6.75798 1.65307 0.352
H -8.09232 7.66786 2.66836 0.318
H -7.43948 5.25445 0.90857 0.272
H -6.77785 6.88407 0.74410 0.208
H -5.44956 4.92514 2.11977 0.327
H -5.38093 6.62705 2.67069 0.333
O 1.85927 -5.09782 -8.16741 -0.670
S 2.25957 -6.30030 -7.46746 1.188
O 3.48862 -6.38030 -6.70360 -0.691
C 0.90689 -6.82933 -6.43498 -0.303
C 0.07673 -7.73098 -7.33643 -0.708
C 1.08163 -8.59600 -8.09572 -0.641
C 2.18605 -7.67317 -8.60828 -0.623
H 0.35477 -5.96207 -6.06889 0.191
H 1.32676 -7.39101 -5.59518 0.340
H -0.62720 -8.33781 -6.75947 0.350
H -0.49973 -7.12508 -8.04566 0.327
H 1.51004 -9.34083 -7.41409 0.298
H 0.60728 -9.13921 -8.91902 0.322
H 3.15466 -8.17895 -8.63085 0.327
H 1.94903 -7.27762 -9.59976 0.352
```

Output
Kohn-Sham gap	9.69	eV
net charge	0
HOMO energy	-10.02	eV
SMILES	CCO[C@H](CC(=O)O)OC=O.O=S1(=O)CCCC1.O=S1(=O)CCCC1.O=S1(=O)CCCC1.O=S1(=O)CCCC1.O=S1(=O)CCCC1
energy	-4139.98491	Ha

=====

A structure of composition C26H52BCoNO6SSi3. Source: the Open Molecules 2025 dataset; level of theory: wB97M-V/def2-TZVPD.

Structure (XYZ):
```
91
Properties=species:S:1:pos:R:3:mulliken_charge:R:1
Co -0.44888 -0.69921 0.12223 1.301
C -0.17323 1.33318 3.13823 -1.146
Si 0.32708 -0.34094 2.28564 1.012
C -0.22880 -1.63650 3.62621 -1.501
C 2.24903 -0.23992 2.58654 1.044
C 2.70235 -0.31898 3.90501 -0.381
C 4.04348 -0.19671 4.24254 -0.826
C 4.98118 -0.01644 3.23710 -0.624
C 4.55292 0.05440 1.91931 -0.574
C 3.20327 -0.03328 1.56733 0.281
Si 2.77844 0.24278 -0.27112 0.814
C 3.25788 -1.42136 -1.08008 -1.434
C 3.99801 1.40678 -1.18090 -1.507
H 0.08931 1.34287 4.20084 0.502
H -1.24780 1.52778 3.04721 0.220
H 0.36709 2.14708 2.64768 0.142
H -0.05094 -1.29023 4.64851 0.533
H 0.32416 -2.56843 3.47370 0.322
H -1.29656 -1.85948 3.53536 0.348
H 1.98016 -0.47887 4.69988 0.185
H 4.35610 -0.25013 5.28098 0.356
H 6.03596 0.06603 3.48119 0.340
H 5.29578 0.18684 1.13532 0.244
H 4.34163 -1.56271 -1.00688 0.353
H 2.98178 -1.48849 -2.13734 0.291
H 2.79451 -2.25697 -0.56829 0.320
H 4.95138 0.91212 -1.39667 0.287
H 4.19616 2.30207 -0.58553 0.333
H 3.56746 1.72855 -2.13364 0.331
C 0.65730 5.98651 1.69095 -1.934
C 0.83786 5.07603 0.48203 1.791
C 1.73644 5.77433 -0.54781 -2.091
O 1.48155 3.87848 0.88006 -0.585
B 0.97732 2.83309 0.06231 0.313
O -0.11610 3.30258 -0.68520 -0.165
C -0.49239 4.56429 -0.15475 1.725
C -1.04934 5.43264 -1.27555 -1.915
C -1.57295 4.32679 0.90625 -1.824
H 1.63929 6.32888 2.02195 0.478
H 0.19087 5.44592 2.51300 0.340
H 0.04737 6.85582 1.43281 0.324
H 2.72765 5.89002 -0.10750 0.544
H 1.34669 6.75509 -0.82910 0.315
H 1.83429 5.14840 -1.43636 0.351
H -0.34732 5.48635 -2.10668 0.348
H -1.26364 6.44183 -0.91520 0.340
H -1.97212 4.97921 -1.64085 0.400
H -1.16410 3.70018 1.70124 0.225
H -2.39439 3.77904 0.44303 0.361
H -1.94998 5.26231 1.32352 0.347
O 1.12278 0.45974 -0.74435 -0.962
N 1.54852 1.59073 0.09474 -0.066
C -3.61527 0.86406 0.96672 -1.236
Si -2.70900 -0.27950 -0.32536 0.380
C -3.76820 -1.95004 -0.09440 2.383
C -3.34067 -2.98554 -1.13961 -1.795
C -5.29217 -1.82567 -0.12371 -1.959
C -3.36530 -2.47456 1.29019 -1.550
C -3.24698 0.62143 -2.00955 2.838
C -4.74860 0.79267 -2.24386 -2.106
C -2.64354 -0.12249 -3.20553 -1.808
C -2.61488 2.01688 -1.95936 -2.391
H -4.69883 0.92574 0.83510 0.370
H -3.21103 1.87874 0.90399 0.018
H -3.41784 0.51457 1.98435 0.373
H -3.69347 -2.70989 -2.13712 0.206
H -3.75727 -3.97716 -0.90590 0.473
H -2.25341 -3.06979 -1.17586 0.112
H -5.65598 -1.58716 -1.12401 0.313
H -5.64049 -1.04922 0.56221 0.305
H -5.75647 -2.77560 0.17888 0.528
H -2.27924 -2.57478 1.36390 -0.356
H -3.81799 -3.45752 1.48372 0.608
H -3.68994 -1.79168 2.08023 0.322
H -5.23581 -0.16585 -2.43038 0.408
H -4.92474 1.43164 -3.12142 0.459
H -5.23329 1.26091 -1.38339 0.290
H -3.09545 -1.10895 -3.33137 0.366
H -1.56741 -0.25868 -3.06780 0.182
H -2.80258 0.44109 -4.13657 0.470
H -3.11803 2.63958 -1.21438 0.273
H -2.71030 2.51835 -2.93338 0.590
H -1.55561 1.97628 -1.69795 0.153
C -0.88128 -4.99989 0.65309 -0.906
S 0.49385 -3.99661 0.04976 1.071
O 0.96295 -4.67191 -1.14751 -0.707
O 1.43162 -3.95742 1.15230 -0.689
O -0.13883 -2.69528 -0.25850 -1.028
H -0.47628 -5.99189 0.83688 0.420
H -1.65569 -5.02059 -0.11034 0.222
H -1.24278 -4.54680 1.57430 0.170
```

Output
multiplicity	4
Kohn-Sham gap (alpha / beta)	5.47 / 6.64	eV
net charge	-2
HOMO energy (alpha / beta)	-1.18 / -2.35	eV
energy	-4202.59895	Ha